{"formula": "C4H7N3", "method": "ωB97M-V/def2-TZVPD", "symbols": ["H", "N", "C", "C", "N", "C", "N", "C", "H", "H", "H", "H", "H", "H"], "xyz": [[1.999592, -1.838573, 0.920288], [1.190797, -1.647966, 0.338944], [1.264394, -0.459982, -0.079708], [2.385676, 0.429732, 0.072024], [3.349521, 1.004704, 0.144775], [0.068406, 0.079608, -0.908551], [-1.037141, 0.893542, -0.330130], [-1.960352, 0.116957, 0.558614], [0.631764, 0.705413, -1.689615], [-0.393328, -0.754695, -1.318737], [-0.803304, 1.759741, -0.008685], [-2.706718, 0.751261, 1.149231], [-1.324900, -0.513407, 1.236612], [-2.664409, -0.526340, -0.085067]], "atomic_forces_ev_per_a": [[0.4, -0.5, 0.0], [0.4, 0.1, 0.6], [-2.5, 0.4, -0.4], [-2.0, -1.9, 0.2], [2.6, 1.9, 0.2], [1.5, 3.1, 0.0], [-0.6, -3.7, -0.7], [-0.4, -0.2, -0.4], [-1.4, -0.8, 0.6], [-0.6, -1.6, -1.0], [0.9, 2.5, 1.1], [1.5, -0.5, -0.7], [-1.1, 0.3, -0.3], [1.3, 0.6, 0.9]], "e_tot_ev": -8729.7952, "gap_ev": 9.17, "e_above_lowest_kcal_mol": 43.4, "e_lumo_ev": 0.00, "smiles": "[H]/N=C(\\C#N)CNC", "largest_force_ha_per_bohr": 0.074}


{"formula": "C39H42N3O4PPtTe", "method": "ωB97M-V/def2-TZVPD", "symbols": ["Pt", "C", "N", "C", "C", "O", "C", "O", "C", "C", "O", "N", "C", "C", "H", "H", "H", "H", "H", "H", "H", "H", "H", "H", "H", "H", "H", "H", "H", "H", "O", "N", "C", "C", "C", "C", "C", "C", "C", "P", "C", "C", "C", "C", "C", "C", "C", "C", "C", "C", "C", "C", "H", "H", "H", "H", "H", "H", "H", "H", "H", "H", "H", "H", "H", "H", "H", "H", "Te", "C", "C", "C", "C", "C", "C", "C", "C", "C", "C", "C", "C", "H", "H", "H", "H", "H", "H", "H", "H", "H", "H"], "xyz": [[0.280562, 0.063619, -0.301297], [4.615562, 1.233440, -1.987322], [4.478569, -0.195706, -1.683233], [5.491453, -1.079959, -2.281537], [3.522893, -0.633605, -0.906773], [2.700163, 0.145321, -0.323197], [3.386447, -2.121159, -0.674666], [2.342554, -2.311268, 0.257591], [1.569236, -3.464198, 0.046548], [0.510742, -3.189297, -1.016332], [0.137688, -1.995854, -1.266193], [0.009631, -4.226414, -1.644088], [0.395720, -5.617809, -1.365518], [-0.953407, -4.065496, -2.734784], [5.402789, 1.679576, -1.378671], [3.681514, 1.751463, -1.800859], [4.888451, 1.349117, -3.033725], [5.801495, -1.864377, -1.595961], [6.362803, -0.483829, -2.535201], [5.116391, -1.537066, -3.198038], [4.318505, -2.534187, -0.280822], [3.171931, -2.609090, -1.631789], [1.071262, -3.697632, 0.990746], [2.199011, -4.309721, -0.228839], [0.621805, -5.781555, -0.315901], [1.253389, -5.915132, -1.970477], [-0.436358, -6.264335, -1.631134], [-1.918370, -4.477516, -2.436164], [-0.606440, -4.615228, -3.608882], [-1.053617, -3.019720, -2.985836], [1.890952, 2.391827, 0.456472], [0.681720, 2.236267, -0.173371], [0.016289, 3.326962, -0.233597], [-1.296555, 3.535484, -0.793928], [-1.718126, 4.860390, -0.913077], [-2.949082, 5.173459, -1.468202], [-3.784539, 4.154688, -1.901586], [-3.383764, 2.829044, -1.765779], [-2.139516, 2.514409, -1.226988], [-1.747205, 0.767183, -1.198036], [-2.127363, 0.192066, -2.848068], [-2.015788, 1.099201, -3.916520], [-2.400527, 0.718810, -5.187280], [-2.826565, -0.583270, -5.425085], [-2.896472, -1.499041, -4.377500], [-2.545236, -1.121562, -3.096805], [-2.886416, 0.015254, -0.008348], [-3.750592, 0.810651, 0.749968], [-4.706319, 0.204689, 1.554274], [-4.784389, -1.179573, 1.628733], [-3.884386, -1.972652, 0.923251], [-2.903647, -1.378791, 0.146572], [2.452781, 1.645526, 0.137963], [0.516664, 4.207456, 0.163408], [-1.065318, 5.659524, -0.582408], [-3.252700, 6.207255, -1.565246], [-4.740629, 4.381965, -2.354297], [-4.051173, 2.039858, -2.089262], [-1.649085, 2.103952, -3.755703], [-2.359091, 1.434325, -5.997304], [-3.095924, -0.893094, -6.426345], [-3.262301, -2.499329, -4.569102], [-2.659577, -1.826640, -2.290246], [-3.696902, 1.889913, 0.707600], [-5.398575, 0.819540, 2.114735], [-5.519244, -1.645515, 2.272527], [-3.938898, -3.050903, 0.996367], [-2.143886, -1.993160, -0.320800], [1.308464, -0.379536, 2.237236], [-0.082078, -0.167204, 3.768924], [0.406266, -0.300650, 5.082732], [-0.472521, -0.154747, 6.139089], [-1.822669, 0.074075, 5.882999], [-2.294250, 0.235407, 4.573794], [-1.436070, 0.077054, 3.505449], [2.531432, 1.119463, 2.955983], [1.956118, 2.214832, 3.636445], [2.794083, 3.198846, 4.112879], [4.176710, 3.090721, 3.945955], [4.740742, 1.986867, 3.286139], [3.923632, 0.998132, 2.789148], [1.450991, -0.516896, 5.272612], [-0.114999, -0.247051, 7.155700], [-2.526971, 0.080282, 6.705304], [-3.334290, 0.476375, 4.400129], [-1.796393, 0.174756, 2.487401], [0.885032, 2.301927, 3.759688], [2.372680, 4.054925, 4.623133], [4.826892, 3.857549, 4.348153], [5.814918, 1.903482, 3.188277], [4.351297, 0.132837, 2.298201]], "atomic_forces_ev_per_a": [[0.7, 1.7, -2.4], [0.1, 0.1, 0.0], [0.1, 0.1, 0.1], [0.0, -0.2, -0.2], [0.1, 0.1, 0.0], [0.0, -0.3, 0.0], [-0.1, 0.0, 0.0], [0.1, 0.0, 0.1], [0.0, 0.2, 0.0], [0.0, -0.2, 0.3], [-0.2, 0.8, 0.6], [-0.1, 0.2, -0.2], [0.2, -0.2, 0.0], [-0.1, -0.1, -0.1], [0.0, -0.1, 0.0], [0.0, 0.0, 0.0], [0.0, -0.1, 0.0], [0.0, 0.1, 0.1], [0.0, 0.0, 0.1], [0.0, 0.1, 0.0], [0.0, 0.0, 0.0], [0.0, 0.0, 0.0], [0.0, -0.1, 0.0], [0.0, 0.0, 0.0], [-0.1, 0.0, 0.0], [0.0, 0.1, 0.0], [-0.1, 0.1, 0.0], [0.0, 0.0, 0.0], [0.1, 0.0, 0.0], [0.1, 0.0, 0.0], [0.1, 0.5, 0.1], [0.0, -1.9, 0.6], [-0.1, 0.1, -0.1], [-0.1, 0.1, 0.1], [0.1, 0.2, 0.1], [-0.1, 0.0, -0.1], [0.1, 0.0, 0.1], [-0.1, -0.1, -0.1], [0.2, -0.1, -0.1], [-1.2, -1.0, 1.0], [0.7, -0.1, -0.1], [0.1, 0.0, 0.1], [0.1, 0.0, -0.1], [0.0, 0.0, 0.1], [-0.1, 0.0, -0.1], [-0.3, 0.1, 0.0], [0.2, 0.0, 0.1], [-0.1, -0.1, -0.2], [0.1, 0.0, 0.1], [0.0, 0.0, 0.1], [0.2, 0.1, 0.1], [-0.1, 0.0, 0.0], [0.1, 0.1, -0.2], [0.2, -0.1, -0.1], [0.0, 0.0, 0.0], [0.0, 0.0, 0.0], [0.0, 0.0, 0.1], [0.0, 0.0, 0.0], [0.0, 0.0, 0.0], [0.0, 0.0, 0.0], [-0.1, 0.0, 0.0], [0.0, 0.0, 0.0], [0.0, 0.0, 0.0], [-0.1, 0.0, -0.1], [0.0, 0.0, 0.0], [-0.1, 0.0, -0.1], [0.0, 0.0, 0.1], [-0.1, 0.0, -0.1], [-0.3, 0.2, 1.0], [0.0, 0.0, -0.4], [0.2, 0.4, -0.1], [-0.1, -0.2, -0.1], [0.0, -0.1, 0.0], [0.0, -0.1, 0.1], [0.1, 0.1, -0.1], [-0.4, -0.6, 0.0], [0.2, 0.1, 0.1], [-0.1, 0.1, 0.1], [0.0, -0.2, 0.0], [0.0, 0.0, 0.1], [0.1, 0.1, -0.2], [0.0, 0.1, 0.0], [0.0, -0.1, 0.0], [0.0, 0.2, 0.0], [0.0, -0.1, 0.0], [0.0, 0.0, 0.0], [0.0, 0.0, 0.0], [0.1, 0.0, 0.0], [0.0, 0.0, 0.0], [0.0, 0.0, 0.0], [0.0, 0.0, 0.0]], "e_tot_ev": -73572.3520, "gap_ev": [4.49, 4.78], "e_above_lowest_kcal_mol": 50.0, "total_charge": 4, "e_lumo_ev": [-14.36, -14.06], "largest_force_ha_per_bohr": 0.059}


{"formula": "C16H26AsCl2N2OSTl", "method": "ωB97M-V/def2-TZVPD", "symbols": ["Tl", "C", "C", "C", "C", "C", "C", "C", "C", "C", "C", "H", "H", "H", "H", "H", "H", "H", "H", "H", "H", "H", "H", "H", "H", "H", "Cl", "C", "Cl", "H", "H", "S", "C", "N", "C", "As", "C", "C", "O", "H", "H", "H", "H", "H", "H", "H", "H", "H", "N", "C"], "xyz": [[0.326497, 1.483979, 0.337010], [0.175820, -0.779079, 2.434518], [0.146137, -1.496520, 1.212063], [1.359606, -1.233506, 0.530757], [2.128064, -0.351222, 1.331370], [1.396266, -0.084411, 2.509861], [1.847769, 0.764533, 3.661592], [3.515248, 0.131602, 1.019083], [1.800983, -1.798594, -0.785984], [-0.893079, -2.508808, 0.824752], [-0.853458, -0.825819, 3.526085], [2.351764, 0.175295, 4.438693], [1.003248, 1.265436, 4.138780], [2.537314, 1.543322, 3.338915], [4.285005, -0.531530, 1.434102], [3.688795, 1.133498, 1.415581], [3.681580, 0.183330, -0.058464], [2.850789, -2.109031, -0.750978], [1.704999, -1.081588, -1.598818], [1.215156, -2.686170, -1.051796], [-0.760680, -3.458692, 1.357745], [-0.853114, -2.744234, -0.235565], [-1.914291, -2.173916, 1.034141], [-0.424459, -1.178984, 4.472309], [-1.663543, -1.516182, 3.273763], [-1.305740, 0.152657, 3.733307], [-4.793520, -0.172223, 0.905361], [-3.193789, 0.556690, 1.184524], [-3.264384, 1.859674, 2.375552], [-2.856746, 0.983257, 0.248929], [-2.535077, -0.217790, 1.570716], [4.235762, 5.001684, 2.905067], [3.184973, 4.086626, 1.996332], [2.455228, 3.439000, 1.363195], [-1.938711, -0.826142, -2.297720], [-0.730641, 0.382602, -3.187888], [-1.629765, 1.451949, -4.513456], [0.155190, -0.916917, -4.341223], [0.492562, 1.102289, -2.340783], [-2.269444, -1.571309, -3.024550], [-2.777689, -0.282626, -1.883152], [-1.373311, -1.315548, -1.509393], [-2.699872, 1.285991, -4.423750], [-1.263672, 1.184523, -5.509568], [-1.425644, 2.491924, -4.280736], [-0.549237, -1.362370, -5.047610], [0.590256, -1.691383, -3.716951], [0.952480, -0.412278, -4.883506], [-3.554537, 2.555599, -1.358289], [-2.557091, 2.111431, -1.773938]], "atomic_forces_ev_per_a": [[-0.1, 0.1, 0.1], [0.0, -0.1, 0.0], [0.1, 0.1, 0.0], [-0.2, 0.0, 0.1], [0.1, -0.1, -0.1], [0.0, 0.1, 0.1], [0.0, 0.0, 0.0], [0.0, 0.0, 0.0], [0.0, -0.2, 0.1], [0.0, 0.0, 0.1], [-0.1, 0.0, 0.1], [0.0, 0.0, 0.0], [0.0, 0.0, 0.0], [0.0, 0.0, 0.0], [0.0, 0.0, 0.0], [0.0, 0.0, 0.0], [0.0, 0.0, -0.1], [0.0, 0.0, 0.0], [0.0, 0.2, -0.2], [0.0, 0.0, 0.0], [0.0, 0.0, 0.0], [0.0, -0.1, -0.1], [0.0, 0.0, 0.0], [0.0, 0.0, 0.0], [0.0, 0.0, 0.0], [0.0, -0.1, 0.0], [0.0, -0.1, 0.0], [0.1, -0.2, 0.2], [0.0, 0.0, 0.1], [-0.1, 0.1, -0.1], [-0.1, 0.2, -0.1], [0.0, 0.0, 0.0], [0.3, 0.2, 0.2], [-0.2, -0.2, -0.2], [0.0, 0.0, -0.1], [0.3, 0.0, 0.0], [0.0, 0.1, -0.1], [0.0, 0.0, -0.1], [-0.1, -0.1, -0.1], [0.0, 0.0, 0.0], [-0.1, 0.0, 0.0], [0.0, 0.0, 0.1], [0.0, 0.0, 0.0], [0.0, 0.0, 0.1], [0.0, 0.0, 0.0], [0.0, 0.0, 0.0], [0.1, -0.1, 0.1], [0.0, 0.0, 0.0], [0.2, -0.1, -0.2], [-0.3, 0.2, 0.0]], "e_tot_ev": -123454.4799, "gap_ev": 6.03, "e_above_lowest_kcal_mol": 19.6, "total_charge": -2, "e_lumo_ev": 4.49, "largest_force_ha_per_bohr": 0.008}


{"formula": "H20NO13", "method": "ωB97M-V/def2-TZVPD", "symbols": ["N", "O", "O", "O", "O", "H", "H", "O", "H", "H", "O", "H", "H", "O", "H", "H", "O", "H", "H", "O", "H", "H", "O", "H", "H", "O", "H", "H", "O", "H", "H", "O", "H", "H"], "xyz": [[1.127213, 0.034376, -0.231319], [0.666489, -0.542478, 0.783370], [0.583029, -0.235845, -1.286067], [1.710946, 1.125759, -0.125200], [-1.404464, 1.980270, -1.224996], [-0.583128, 2.375854, -0.909486], [-1.042394, 1.782009, -2.073345], [1.698572, 2.679776, 2.038437], [2.492005, 2.381589, 2.460837], [1.655245, 2.102447, 1.276359], [-1.045042, 0.067047, -3.824187], [-0.475463, -0.142890, -3.124843], [-1.154191, -0.687768, -4.340238], [0.043851, -2.603790, -2.708443], [0.400792, -1.884493, -2.195732], [-0.372616, -3.160949, -2.040737], [1.905614, -0.634169, 3.415610], [2.250529, -0.657924, 2.562523], [1.686619, -1.506502, 3.622752], [-0.551199, -2.976943, 1.310261], [-0.298322, -3.631729, 0.745321], [-0.111610, -2.135570, 0.990420], [-1.993463, 0.066709, 0.731224], [-1.282942, -0.534870, 0.906260], [-1.544669, 0.803010, 0.300471], [-2.415463, -1.817652, -1.278822], [-1.654187, -1.379375, -0.868907], [-3.039322, -1.174109, -0.927683], [-0.664376, 0.368289, 3.532899], [-0.872967, 0.187778, 4.407873], [0.273930, 0.081761, 3.486871], [1.240450, 3.210770, -2.218789], [1.554161, 2.505111, -1.637807], [1.216375, 3.954504, -1.554887]], "atomic_forces_ev_per_a": [[-4.1, 1.8, 1.0], [2.2, -0.6, 0.8], [0.7, -1.1, -2.4], [1.7, -0.2, -0.1], [0.5, 0.6, 0.8], [-0.1, 0.4, 0.7], [-0.3, -0.7, -1.6], [-0.3, 0.8, 0.3], [0.6, -0.1, 0.6], [-0.3, -0.5, -0.5], [-1.0, 3.0, -0.5], [1.2, -0.7, 1.5], [-0.2, -2.1, -1.0], [0.1, -1.0, -0.3], [0.3, 0.6, 0.4], [-0.3, 0.1, -0.2], [0.2, 2.0, 2.1], [0.6, 0.1, -2.5], [-0.6, -2.2, 0.5], [-0.4, 3.7, 2.2], [1.0, -2.7, -2.5], [-0.4, -1.3, 0.4], [-0.8, 0.4, -0.2], [0.4, -0.4, 0.7], [-0.3, 0.2, -0.2], [0.2, 0.3, 0.2], [0.2, -0.4, -0.3], [-0.6, -0.1, 0.0], [1.2, 0.2, -2.1], [-0.9, -0.4, 2.5], [-0.5, 0.4, -0.4], [0.0, 1.3, 1.5], [0.2, -0.6, -0.1], [0.0, -0.8, -1.2]], "e_tot_ev": -28431.2050, "gap_ev": 10.05, "e_above_lowest_kcal_mol": 51.2, "total_charge": -1, "e_lumo_ev": 2.83, "largest_force_ha_per_bohr": 0.089}


{"formula": "C22H22Cl2N", "method": "ωB97M-V/def2-TZVPD", "symbols": ["C", "C", "C", "C", "C", "C", "N", "C", "H", "H", "H", "H", "H", "H", "H", "H", "H", "H", "H", "Cl", "C", "C", "C", "C", "C", "C", "C", "C", "C", "C", "C", "Cl", "C", "C", "C", "C", "H", "H", "H", "H", "H", "H", "H", "H", "H", "H", "H"], "xyz": [[-2.553559, -0.368200, 2.613836], [-1.171554, 0.155508, 2.831962], [-0.719720, 1.445713, 2.990169], [0.723206, 1.444012, 2.992778], [1.090970, 0.060470, 2.806967], [2.438707, -0.486648, 2.685395], [-0.059684, -0.666829, 2.765292], [-0.106155, -2.126561, 2.523789], [-3.239936, 0.502464, 2.596277], [-2.670801, -0.910372, 1.649972], [-2.863488, -1.052367, 3.428276], [-1.364533, 2.314727, 3.114036], [1.336017, 2.240931, 2.426916], [3.148524, 0.339939, 2.615439], [2.675319, -1.075007, 3.573402], [2.581283, -1.133442, 1.815598], [0.902128, -2.521536, 2.460431], [-0.651017, -2.642688, 3.340213], [-0.639331, -2.347430, 1.574442], [0.600298, 10.677093, 4.317248], [0.871550, 8.992408, 4.218168], [1.701077, 8.465939, 3.210335], [1.904898, 7.092540, 3.134175], [1.306687, 6.194862, 4.063647], [1.467718, 4.789951, 3.926552], [0.788306, 3.862411, 4.660566], [1.114582, 2.433205, 4.578003], [0.711755, 1.613639, 5.739707], [1.590150, 0.640001, 6.225344], [1.224355, -0.150890, 7.323368], [-0.061734, 0.004974, 7.865572], [-0.527243, -0.975429, 9.219640], [-0.949290, 0.967183, 7.379304], [-0.555258, 1.773749, 6.302153], [0.496781, 6.765574, 5.086503], [0.282976, 8.136696, 5.167761], [2.190711, 9.147796, 2.513283], [2.521135, 6.674978, 2.343072], [2.217596, 4.454708, 3.194490], [0.025876, 4.225907, 5.400078], [2.174020, 2.260108, 4.288244], [2.567668, 0.504760, 5.760443], [1.905973, -0.881912, 7.727301], [-1.937929, 1.065727, 7.818286], [-1.259762, 2.485522, 5.871645], [0.040468, 6.107545, 5.819370], [-0.315600, 8.553700, 5.971360]], "atomic_forces_ev_per_a": [[-0.5, 0.0, 0.3], [-0.3, 1.7, 0.1], [-1.4, -0.9, -0.8], [0.2, 2.3, -0.4], [-1.7, -0.2, 0.4], [0.6, -0.2, 0.0], [2.4, -0.2, -0.4], [-0.8, 0.0, 0.0], [0.3, -0.6, 0.0], [0.2, 0.4, 0.6], [0.1, 0.3, -0.4], [0.3, -0.3, -0.2], [-1.2, -1.6, 0.5], [0.0, -0.2, 0.0], [0.1, -0.1, 0.1], [-0.1, 0.1, 0.0], [0.0, 0.1, 0.1], [0.4, 0.4, -0.4], [0.4, 0.3, 0.6], [0.0, 0.3, 0.0], [0.3, -1.2, -0.1], [-0.2, 0.2, 0.4], [-0.4, -0.5, 0.7], [-0.5, 2.6, 0.0], [-0.2, -1.8, 0.5], [-0.3, 0.8, -0.8], [2.1, -1.2, -0.1], [-0.1, -0.3, -0.2], [-0.4, -0.3, 0.7], [-0.6, 0.5, -0.6], [0.4, 0.3, 0.0], [0.0, 0.1, -0.2], [0.3, 0.1, -0.5], [-0.1, -0.6, 0.5], [0.4, 0.0, -0.6], [0.3, -0.1, -0.3], [-0.2, -0.3, 0.2], [0.0, 0.1, 0.1], [-0.3, 0.1, 0.3], [0.8, -0.8, -0.9], [-0.6, 0.5, 1.0], [-0.2, 0.1, 0.2], [0.0, -0.1, 0.1], [0.2, 0.0, 0.0], [0.2, -0.1, 0.2], [0.0, 0.3, 0.0], [0.0, 0.0, -0.2]], "e_tot_ev": -49698.3584, "gap_ev": 6.49, "total_charge": 1, "e_lumo_ev": -4.43, "largest_force_ha_per_bohr": 0.052}